[1]
DFT (ωB97M-V with the def2-TZVPD basis set) results for a structure of composition C5H10N2S at a distorted geometry.

Last column: Löwdin charge in e.
CARTESIAN COORDINATES (ANGSTROEM)
C -0.209 0.595 -0.759  -0.580
C 0.759 -1.412 0.096  -0.070
C -1.564 -0.760 0.776  -0.042
C 0.338 0.756 1.645  -0.037
C -0.160 -0.223 0.419  -0.641
N 1.211 0.372 -2.550  0.007
N 0.706 1.327 -2.975  -0.289
S -0.733 1.965 -1.315  0.829
H 0.915 -2.083 0.932  0.081
H 0.264 -1.788 -0.807  0.089
H 1.719 -0.919 -0.044  0.075
H -1.599 -0.612 1.827  0.059
H -2.314 -0.147 0.346  0.056
H -1.694 -1.856 0.448  0.116
H 0.539 0.208 2.549  0.063
H 1.265 1.235 1.428  0.055
H -0.307 1.622 1.982  0.098
H 0.863 1.720 -3.998  0.131

Computed properties:
LUMO energy (spin up / spin down) (eV): 0.10 / 0.10
HOMO energy (spin up / spin down) (Eh): -0.2717 / -0.2717
Largest force on an atom (eV Å⁻¹): 3.23
Charge: 0
E (eV): -19157.5313
ΔE to the lowest compared entry with this formula, charge and spin (kJ/mol): 518.6
Orbital gap (spin up / spin down) (eV): 7.49 / 7.49


[2]
DFT (ωB97M-V with the def2-TZVPD basis set) results for a structure of composition C5H10N2S at a distorted geometry.

Last column: Löwdin charge in e.
CARTESIAN COORDINATES (ANGSTROEM)
C -1.497 -1.558 0.855  -0.098
C -0.782 -1.081 -0.410  -0.425
C 1.656 -1.469 -0.361  -0.221
C 2.763 -0.816 -0.890  -0.044
C 0.740 0.429 0.303  -0.386
H -2.207 -0.733 1.429  0.081
H -2.241 -2.753 0.869  0.159
H -0.319 -1.665 1.578  0.166
H -1.419 -0.590 -1.054  0.069
H -0.686 -1.973 -1.017  0.123
H 1.674 -2.706 -0.158  0.176
H 2.612 0.398 -1.138  0.123
H 3.770 -1.519 -0.255  0.164
H 1.874 0.637 0.654  0.155
H -1.397 3.077 0.166  -0.216
N 0.449 -0.729 -0.219  -0.204
N 0.041 1.465 0.708  -0.340
S -1.399 1.853 -0.093  0.720

Computed properties:
LUMO energy (eV): 0.66
HOMO energy (Eh): -0.2909
Largest force on an atom (eV Å⁻¹): 8.72
Charge: 0
E (eV): -19154.2591
ΔE to the lowest compared entry with this formula, charge and spin (kJ/mol): 834.3
Orbital gap (eV): 8.58


[3]
DFT (ωB97M-V with the def2-TZVPD basis set) results for the molecule C5H10N2S at a distorted geometry.

Last column: Löwdin charge in e.
CARTESIAN COORDINATES (ANGSTROEM)
C 0.033 1.031 -2.862  -0.121
C -0.274 1.969 -1.766  -0.519
C -1.656 2.434 -1.527  -0.080
C -0.221 0.193 -0.210  -0.245
C 0.084 -1.729 1.389  -0.736
H 1.057 0.620 -2.806  0.081
H -0.222 1.352 -4.007  0.128
H -0.674 0.148 -2.787  0.076
H 0.435 2.872 -1.818  0.152
H -1.877 3.273 -2.279  0.106
H -2.498 1.528 -1.719  0.150
H -1.556 2.795 -0.597  0.022
H -1.177 -0.414 -0.513  0.172
H 0.985 0.003 1.343  0.102
H -0.611 -2.411 0.945  0.043
N 0.339 1.221 -0.622  0.078
N 0.344 -0.528 0.826  -0.022
S 0.848 -2.375 2.668  0.614

Computed properties:
LUMO energy (eV): 0.27
HOMO energy (Eh): -0.3191
Largest force on an atom (eV Å⁻¹): 6.03
Charge: 0
E (eV): -19160.5952
ΔE to the lowest compared entry with this formula, charge and spin (kJ/mol): 222.9
Orbital gap (eV): 8.95
SMILES: CC(C)/N=C/NC=S


[4]
DFT (ωB97M-V with the def2-TZVPD basis set) results for the molecule C5H10N2S at a distorted geometry.

Last column: Löwdin charge in e.
CARTESIAN COORDINATES (ANGSTROEM)
C -1.071 -1.936 0.007  -0.110
C -1.259 -0.373 -0.056  -0.207
C 1.261 0.950 -2.252  -0.078
C 0.945 0.690 0.502  -0.797
C 0.330 0.955 1.918  -0.125
H -0.614 -2.196 0.958  0.046
H -2.118 -2.605 -0.145  0.127
H -0.437 -2.177 -0.920  0.074
H -1.587 -0.090 1.094  0.131
H -2.057 -0.076 -0.721  0.094
H 1.449 0.763 -3.326  0.064
H 1.611 1.966 -1.849  0.058
H 1.328 1.138 2.507  0.080
H -0.342 0.112 2.375  0.083
H -0.439 1.754 1.949  0.078
N 0.104 0.127 -0.434  -0.213
N 0.360 0.018 -1.830  0.019
S 2.537 0.980 0.224  0.676

Computed properties:
LUMO energy (eV): 0.19
HOMO energy (Eh): -0.2940
Largest force on an atom (eV Å⁻¹): 4.88
Charge: 0
E (eV): -19158.8673
ΔE to the lowest compared entry with this formula, charge and spin (kJ/mol): 389.6
Orbital gap (eV): 8.20
SMILES: C=NN(CC)C(C)=S


[5]
DFT (ωB97M-V with the def2-TZVPD basis set) results for the molecule C5H10N2S2 at a distorted geometry.

Last column: Löwdin charge in e.
CARTESIAN COORDINATES (ANGSTROEM)
C -1.629 2.007 0.148  -0.396
C -2.761 -0.335 -0.603  -0.867
C 2.594 0.416 0.448  -0.132
C 1.931 -0.546 -0.499  -0.256
C 0.427 -0.846 -0.076  -0.242
N -0.578 1.318 -0.108  -0.093
N -0.396 0.174 -0.585  -0.025
S -3.258 1.171 0.061  0.795
S -2.875 -1.912 0.295  0.637
H -1.546 3.106 0.445  0.098
H -2.940 -0.421 -1.602  -0.038
H 1.924 1.040 1.125  0.097
H 3.058 -0.279 1.251  0.100
H 3.374 0.825 0.025  -0.001
H 2.437 -1.495 -0.750  0.106
H 1.953 0.046 -1.496  0.127
H 0.338 -1.704 -0.697  0.093
H 0.586 -0.992 1.042  0.139
H -2.637 -1.573 1.575  -0.142

Computed properties:
LUMO energy (spin up / spin down) (eV): -0.08 / 0.11
HOMO energy (spin up / spin down) (Eh): -0.2771 / -0.2790
Largest force on an atom (eV Å⁻¹): 7.45
Charge: 0
E (eV): -29992.6486
ΔE to the lowest compared entry with this formula, charge and spin (kJ/mol): 497.1
Orbital gap (spin up / spin down) (eV): 7.46 / 7.70


[6]
DFT (ωB97M-V with the def2-TZVPD basis set) results for the ion C5H10N3 with charge +1 at a distorted geometry.

Last column: Löwdin charge in e.
CARTESIAN COORDINATES (ANGSTROEM)
C -0.603 1.312 -0.282  -0.016
C 3.667 -0.596 -0.161  0.194
C 2.708 0.255 0.315  -0.180
C -0.922 -1.100 -0.006  -0.027
C -2.831 0.291 0.060  -0.072
N 0.685 1.182 -0.090  0.105
N -1.433 0.231 -0.194  -0.172
N 1.642 0.493 -0.427  0.053
H -0.974 2.308 -0.304  0.150
H 4.527 -0.844 0.401  0.077
H 3.345 -1.106 -1.072  0.096
H 2.630 0.733 1.289  0.125
H -1.820 -1.753 -0.288  0.138
H -0.132 -1.327 -0.736  0.090
H -3.564 -0.073 -0.602  0.083
H -3.184 -0.261 0.929  0.106
H -3.286 1.328 0.164  0.128
H -0.454 -1.073 1.003  0.121

Computed properties:
LUMO energy (spin up / spin down) (eV): -5.78 / -5.78
HOMO energy (spin up / spin down) (Eh): -0.4917 / -0.4917
Largest force on an atom (eV Å⁻¹): 4.69
Charge: +1
E (eV): -9806.8193
ΔE to the lowest compared entry with this formula, charge and spin (kJ/mol): 475.6
Orbital gap (spin up / spin down) (eV): 7.60 / 7.60
SMILES: C=C/N=N/C=[N+](C)C


[7]
DFT (ωB97M-V with the def2-TZVPD basis set) results for a cluster of 2 separate species, C5H10N3 in total at a distorted geometry.

Last column: Löwdin charge in e.
CARTESIAN COORDINATES (ANGSTROEM)
C 0.343 1.936 -0.456  -0.026
C -0.320 -1.811 1.439  -0.075
C 0.932 1.171 -1.461  -0.193
C -0.823 0.317 0.199  -0.203
C 0.007 -0.555 0.889  -0.076
N -1.463 -2.432 1.268  0.212
N 2.217 0.743 -1.460  0.144
N -1.998 0.599 -0.112  0.190
H 1.014 2.305 0.413  0.135
H -0.545 2.462 -0.580  0.051
H 0.433 -2.183 1.945  0.087
H 0.344 0.557 -2.150  0.142
H 1.075 -0.441 0.802  0.093
H -1.747 -3.242 1.690  0.104
H 2.590 0.048 -2.146  0.159
H -2.165 -1.953 0.838  0.080
H -2.586 1.352 -0.408  0.094
H 2.694 1.127 -0.712  0.081

Computed properties:
LUMO energy (eV): -3.93
HOMO energy (Eh): -0.4638
Largest force on an atom (eV Å⁻¹): 5.78
Charge: +1
E (eV): -9807.9634
ΔE to the lowest compared entry with this formula, charge and spin (kJ/mol): 365.2
Orbital gap (eV): 8.69


[8]
DFT (ωB97M-V with the def2-TZVPD basis set) results for the ion C5H10N3 with charge +1 at a distorted geometry.

Last column: Löwdin charge in e.
CARTESIAN COORDINATES (ANGSTROEM)
C -1.066 1.486 0.659  -0.023
C 0.060 1.767 -0.186  -0.100
C 1.739 0.053 0.691  0.028
C 1.169 0.753 -0.502  -0.107
C -1.365 -1.801 -0.179  -0.115
N -1.709 1.785 1.620  0.297
N -0.369 -0.996 0.461  -0.088
N 0.789 -0.715 -0.129  -0.112
H -0.574 2.240 -1.104  0.208
H 0.588 2.554 0.201  0.113
H 2.756 -0.145 0.615  0.118
H 1.294 0.218 1.588  0.105
H 1.704 0.811 -1.485  0.173
H -0.928 -2.639 -0.599  0.052
H -2.053 -2.011 0.509  0.037
H -1.753 -1.327 -1.135  0.099
H -2.598 1.497 1.995  0.133
H 1.211 -1.256 -0.861  0.185

Computed properties:
LUMO energy (spin up / spin down) (eV): -4.69 / -4.69
HOMO energy (spin up / spin down) (Eh): -0.4250 / -0.4250
Largest force on an atom (eV Å⁻¹): 6.05
Charge: +1
E (eV): -9804.3307
ΔE to the lowest compared entry with this formula, charge and spin (kJ/mol): 715.7
Orbital gap (spin up / spin down) (eV): 6.87 / 6.87


[9]
DFT (ωB97M-V with the def2-TZVPD basis set) results for a cluster of 2 separate species, C5H10N3O2 in total at a distorted geometry.

Last column: Löwdin charge in e.
CARTESIAN COORDINATES (ANGSTROEM)
C 0.057 2.125 -1.182  -0.231
C -1.162 -0.654 1.159  -0.447
C -0.912 3.008 -1.041  0.043
C 0.907 -1.042 -0.152  -0.329
C 2.399 -0.953 -0.087  0.052
N -1.221 -0.316 2.379  0.146
N 0.265 -0.899 0.980  0.179
N -1.982 -0.830 0.029  0.136
O 1.022 1.460 -1.294  0.127
O 0.256 -1.267 -1.279  0.130
H -1.669 2.839 -0.286  0.069
H -0.827 3.864 -1.654  0.064
H 2.900 -1.929 0.249  0.157
H 2.567 -0.230 0.657  0.091
H 2.841 -0.661 -0.936  0.053
H -2.200 -0.025 2.782  0.134
H 0.673 -0.618 1.836  0.146
H -3.010 -0.840 0.370  0.159
H -1.826 -1.712 -0.468  0.106
H 0.923 -1.321 -2.062  0.215

Computed properties:
LUMO energy (eV): -3.90
HOMO energy (Eh): -0.4626
Largest force on an atom (eV Å⁻¹): 4.32
Charge: +1
E (eV): -13904.1447
ΔE to the lowest compared entry with this formula, charge and spin (kJ/mol): 194.2
Orbital gap (eV): 8.69


[10]
DFT (ωB97M-V with the def2-TZVPD basis set) results for a cluster of 2 separate species, C5H10N3P3 in total at a distorted geometry.

Last column: Löwdin charge in e.
CARTESIAN COORDINATES (ANGSTROEM)
C -0.369 0.264 0.162  -0.132
C -0.546 -0.456 -1.061  -0.343
C 0.131 1.510 0.157  -0.641
C 0.136 1.509 -2.087  -0.507
C -0.950 -1.884 -1.285  -0.033
N -0.303 0.225 -2.157  0.142
N 0.405 2.188 -0.998  0.106
N 0.351 2.060 -3.254  0.151
P 0.300 2.357 1.735  0.824
P 1.484 -1.803 2.473  0.322
P -0.424 -0.813 2.561  0.468
H -0.413 -2.207 -2.260  0.119
H -0.888 -2.597 -0.502  0.053
H -1.934 -1.857 -1.642  0.055
H -0.080 1.518 -3.958  0.088
H 0.664 3.036 -3.391  0.135
H -0.861 1.920 2.325  -0.147
H -0.161 3.484 1.260  -0.147
H 1.940 -1.852 3.928  -0.123
H 2.353 -0.680 2.158  -0.166
H -0.944 -2.096 2.539  -0.222

Computed properties:
LUMO energy (spin up / spin down) (eV): -0.73 / -0.73
HOMO energy (spin up / spin down) (Eh): -0.3062 / -0.3062
Largest force on an atom (eV Å⁻¹): 4.06
Charge: 0
E (eV): -37679.9490
ΔE to the lowest compared entry with this formula, charge and spin (kJ/mol): 184.5
Orbital gap (spin up / spin down) (eV): 7.60 / 7.60


[11]
DFT (ωB97M-V with the def2-TZVPD basis set) results for the molecule C5H10N4 at a distorted geometry.

Last column: Löwdin charge in e.
CARTESIAN COORDINATES (ANGSTROEM)
C -1.282 1.495 -0.956  0.001
C 0.392 -1.350 -1.526  0.005
N -0.239 0.864 -0.201  -0.145
N 1.155 0.922 -0.578  0.166
C -0.277 0.506 1.304  -0.345
C 0.395 -0.689 1.056  -0.265
C 0.547 -0.399 -0.387  -0.368
N 1.122 -1.638 1.815  0.043
N -0.999 1.244 2.050  0.095
H 1.213 1.180 -1.567  0.110
H 1.990 -1.265 2.196  0.068
H 0.566 -2.000 2.579  0.063
H -1.014 0.950 3.019  0.032
H -1.031 2.543 -1.136  0.099
H -1.448 0.983 -1.907  0.091
H -2.185 1.452 -0.347  0.095
H 0.236 -0.834 -2.473  0.074
H 1.299 -1.944 -1.605  0.089
H -0.443 -2.022 -1.336  0.091

Computed properties:
LUMO energy (eV): 0.70
HOMO energy (Eh): -0.2427
Largest force on an atom (eV Å⁻¹): 1.44
Charge: 0
E (eV): -11302.8876
ΔE to the lowest compared entry with this formula, charge and spin (kJ/mol): 481.5
Orbital gap (eV): 7.30


[12]
DFT (ωB97M-V with the def2-TZVPD basis set) results for the molecule C5H10N4 at a distorted geometry.

Last column: Löwdin charge in e.
CARTESIAN COORDINATES (ANGSTROEM)
C 2.316 -0.054 0.058  -0.116
C 0.988 -0.229 -0.582  -0.393
C 0.204 -1.332 0.228  -0.186
C -2.208 -0.222 0.400  -0.141
C -2.001 1.083 0.019  -0.190
H 3.171 0.574 -0.446  0.112
H 2.737 -1.101 0.154  0.083
H 2.066 0.396 1.154  0.122
H 0.916 -0.243 -1.748  0.178
H 0.811 -2.130 0.439  0.071
H -0.121 -1.063 1.231  0.115
H -2.966 -0.516 1.195  0.112
H -2.463 1.884 0.604  0.109
H -0.803 2.166 -1.120  0.069
H 0.613 1.283 0.759  0.130
N -0.813 -1.731 -0.744  0.005
N -1.985 -1.261 -0.613  0.026
N -0.926 1.354 -0.679  -0.059
N 0.467 1.142 -0.311  -0.046

Computed properties:
LUMO energy (eV): 0.88
HOMO energy (Eh): -0.3063
Largest force on an atom (eV Å⁻¹): 5.23
Charge: 0
E (eV): -11301.9665
ΔE to the lowest compared entry with this formula, charge and spin (kJ/mol): 570.4
Orbital gap (eV): 9.22
SMILES: C[C@H]1C/N=N\C=C/NN1


The highest ΔE to the lowest compared entry with this formula, charge and spin belongs to which entry? number 2


Among the records above, which one has the highest E? number 8


What did the tenth record say?
DFT (ωB97M-V with the def2-TZVPD basis set) results for a cluster of 2 separate species, C5H10N3P3 in total at a distorted geometry.

Last column: Löwdin charge in e.
CARTESIAN COORDINATES (ANGSTROEM)
C -0.369 0.264 0.162  -0.132
C -0.546 -0.456 -1.061  -0.343
C 0.131 1.510 0.157  -0.641
C 0.136 1.509 -2.087  -0.507
C -0.950 -1.884 -1.285  -0.033
N -0.303 0.225 -2.157  0.142
N 0.405 2.188 -0.998  0.106
N 0.351 2.060 -3.254  0.151
P 0.300 2.357 1.735  0.824
P 1.484 -1.803 2.473  0.322
P -0.424 -0.813 2.561  0.468
H -0.413 -2.207 -2.260  0.119
H -0.888 -2.597 -0.502  0.053
H -1.934 -1.857 -1.642  0.055
H -0.080 1.518 -3.958  0.088
H 0.664 3.036 -3.391  0.135
H -0.861 1.920 2.325  -0.147
H -0.161 3.484 1.260  -0.147
H 1.940 -1.852 3.928  -0.123
H 2.353 -0.680 2.158  -0.166
H -0.944 -2.096 2.539  -0.222

Computed properties:
LUMO energy (spin up / spin down) (eV): -0.73 / -0.73
HOMO energy (spin up / spin down) (Eh): -0.3062 / -0.3062
Largest force on an atom (eV Å⁻¹): 4.06
Charge: 0
E (eV): -37679.9490
ΔE to the lowest compared entry with this formula, charge and spin (kJ/mol): 184.5
Orbital gap (spin up / spin down) (eV): 7.60 / 7.60


Copy entry 5 word for word.
DFT (ωB97M-V with the def2-TZVPD basis set) results for the molecule C5H10N2S2 at a distorted geometry.

Last column: Löwdin charge in e.
CARTESIAN COORDINATES (ANGSTROEM)
C -1.629 2.007 0.148  -0.396
C -2.761 -0.335 -0.603  -0.867
C 2.594 0.416 0.448  -0.132
C 1.931 -0.546 -0.499  -0.256
C 0.427 -0.846 -0.076  -0.242
N -0.578 1.318 -0.108  -0.093
N -0.396 0.174 -0.585  -0.025
S -3.258 1.171 0.061  0.795
S -2.875 -1.912 0.295  0.637
H -1.546 3.106 0.445  0.098
H -2.940 -0.421 -1.602  -0.038
H 1.924 1.040 1.125  0.097
H 3.058 -0.279 1.251  0.100
H 3.374 0.825 0.025  -0.001
H 2.437 -1.495 -0.750  0.106
H 1.953 0.046 -1.496  0.127
H 0.338 -1.704 -0.697  0.093
H 0.586 -0.992 1.042  0.139
H -2.637 -1.573 1.575  -0.142

Computed properties:
LUMO energy (spin up / spin down) (eV): -0.08 / 0.11
HOMO energy (spin up / spin down) (Eh): -0.2771 / -0.2790
Largest force on an atom (eV Å⁻¹): 7.45
Charge: 0
E (eV): -29992.6486
ΔE to the lowest compared entry with this formula, charge and spin (kJ/mol): 497.1
Orbital gap (spin up / spin down) (eV): 7.46 / 7.70